1.
The following is a DFT calculation (ωB97M-V/def2-TZVPD) of a cluster of 2 separate species, C6H12N2O in total.

Summary:
ΔE to the lowest compared entry with this formula, charge and spin	3.806	eV
HOMO-LUMO gap	9.525	eV
structure (SMILES)	[H]/N=C(\OC)C(=C)C.C=N
LUMO	0.031	Ha
HOMO energy	-0.3186	Ha

ORCA input file:
```
! RIJCOSX wB97M-V def2-TZVPD def2/J DEFGRID3
* xyz 0 1
H 2.595 1.073 1.082
H -2.913 1.170 -1.968
H 3.711 0.104 0.102
C 0.327 0.426 -0.412
H -1.734 -1.605 1.553
H 2.838 1.482 -0.608
N 0.061 1.509 -0.906
H 0.935 -2.164 -0.840
H -1.161 1.691 -1.097
C 2.768 0.649 0.090
H -2.467 1.128 0.905
C -0.785 -1.113 1.315
C 1.785 -1.543 -0.601
H 2.761 -2.006 -0.579
N -2.535 1.492 -1.082
H 0.002 -1.872 1.366
C -2.829 0.788 -0.057
C 1.634 -0.254 -0.307
H -3.532 -0.041 -0.061
H -0.573 -0.355 2.083
O -0.887 -0.558 0.024
*
```



2.
The following is a DFT calculation (ωB97M-V/def2-TZVPD) of a cluster of 2 separate species, C3H7N2O2 in total.

Summary:
ΔE to the lowest compared entry with this formula, charge and spin	2.900	eV
HOMO-LUMO gap	9.756	eV
LUMO	-0.183	Ha
HOMO energy	-0.5413	Ha

ORCA input file:
```
! RIJCOSX wB97M-V def2-TZVPD def2/J DEFGRID3
* xyz 1 1
O -3.785 0.933 0.500
O 0.909 0.927 -0.689
H 2.906 1.077 -1.258
N 0.293 -0.502 1.138
C 2.361 0.667 -0.433
H -1.886 -1.529 -1.178
C -3.340 -0.034 -0.076
C 0.117 0.124 -0.065
H 1.016 -0.534 1.798
H -0.845 0.316 -0.481
N -2.487 -1.002 -0.379
H -0.434 -1.170 1.114
H 2.817 1.176 0.467
H 2.358 -0.448 -0.459
*
```



3.
The following is a DFT calculation (ωB97M-V/def2-TZVPD) of a cluster of 7 separate species, C37H65NO22S in total.

Summary:
HOMO-LUMO gap	8.442	eV
structure (SMILES)	O=C(CC[C@H]1CCCOS1(=O)=O)Nc1ccccc1.CCOC(=O)OC.CCOC(=O)OC.CCOC(=O)OC.CCOC(=O)OC.CCOC(=O)OC.CCOC(=O)OC
LUMO	0.006	Ha
HOMO energy	-0.3042	Ha

ORCA input file:
```
! RIJCOSX wB97M-V def2-TZVPD def2/J DEFGRID3
* xyz 0 1
H 5.517 0.187 10.923
H 5.764 -1.970 -6.271
O 2.698 -4.464 -4.789
C 4.345 2.140 4.856
O -6.155 -5.002 2.142
H -0.930 0.238 -3.082
C -1.073 -2.513 -2.944
H 2.736 4.095 7.801
H -1.445 -3.039 -5.138
O 3.320 1.081 1.675
H -0.326 2.550 -1.792
C 5.611 1.080 10.302
H -6.937 -0.887 -3.626
C 1.986 -5.709 -4.769
H 7.886 8.010 0.600
C -2.412 1.569 -1.301
C -0.990 0.589 1.318
C -0.931 1.937 -1.030
O 3.610 1.987 3.634
O 4.901 3.003 8.559
C 6.534 4.966 -0.077
C 5.610 2.947 4.634
C 4.151 2.717 9.462
H -0.309 -1.901 -2.347
C 7.840 7.689 -0.444
H 6.791 7.729 -0.743
C -2.373 2.604 -3.526
H 6.909 2.813 10.191
H -0.522 0.174 2.274
O -9.526 -0.863 -4.563
H 4.597 3.279 -0.338
C -0.224 1.442 0.284
C 4.714 3.723 0.654
C -11.094 -1.997 -1.670
H 7.689 1.355 10.821
H 6.554 2.284 11.827
H 3.702 -7.015 -4.552
H -8.532 0.146 -6.026
H -2.444 -2.417 -1.196
C -6.351 -4.256 4.450
C -5.876 -3.873 1.469
H -3.129 -0.364 1.837
S -3.435 -0.986 -4.349
C -1.673 -0.810 -4.978
C 2.773 -6.775 -4.031
O 6.057 4.149 0.878
O -2.373 3.871 -3.565
H -0.643 2.526 -4.957
H -4.055 2.425 -2.284
H -6.814 -2.922 -1.471
H 1.639 4.704 9.050
H -6.267 -0.132 -5.077
C 6.760 1.928 10.813
C -2.559 -2.406 -2.349
C -2.512 0.238 1.095
H 0.170 0.380 -4.543
H -2.162 1.692 -5.598
C 5.452 -3.012 -6.349
H -7.079 -1.710 -5.170
H -1.648 -0.656 -6.112
H 6.262 -3.646 -5.980
C -7.099 -0.726 -4.694
H 4.030 4.566 0.781
H 4.559 1.166 5.304
H -8.475 0.939 -4.457
H 0.172 -2.168 -4.839
O -6.514 -3.923 0.288
H 6.306 2.423 3.976
O 4.056 -5.260 -6.432
C 3.710 -4.390 -5.671
H 0.876 1.671 0.524
H 1.047 -5.522 -4.242
H 3.331 5.232 9.058
C -5.581 -5.099 3.451
H 8.398 8.398 -1.059
O 5.070 0.384 2.949
H 4.711 0.624 0.210
C -6.383 -2.733 -0.488
C -9.767 -0.922 -3.243
H -5.966 -4.407 5.460
H 9.463 6.294 -0.326
C -0.940 -2.201 -4.524
C -1.514 1.857 -4.655
H 3.050 -6.426 -3.032
H 8.336 5.935 -1.629
C 8.404 6.289 -0.596
H 4.470 2.966 1.398
H -11.241 -1.059 -1.130
H -4.302 0.498 -0.408
H 3.692 2.676 5.549
H 3.028 0.196 -0.146
C -0.938 0.424 -4.207
O -10.798 -1.763 -3.045
H 2.187 -7.691 -3.937
H -6.278 -3.193 4.211
O 4.292 -3.186 -5.536
H 1.728 -6.025 -5.783
C 3.787 0.222 0.635
H -0.751 -3.618 -2.805
O -4.318 0.170 -4.744
C -3.192 0.735 -0.210
O -5.193 -2.959 1.866
H -5.335 -2.454 -0.622
N -3.181 1.928 -2.499
O 4.366 1.782 10.402
O 2.970 3.303 9.719
H -4.520 -4.833 3.429
O -9.150 -0.345 -2.380
C 4.095 1.073 2.778
H 5.378 3.902 4.155
H 6.115 3.139 5.583
H -7.414 -4.514 4.432
H 5.240 -3.231 -7.397
O -3.975 -2.319 -4.852
O 7.759 5.373 0.297
C 2.664 4.391 8.849
O 5.950 5.297 -1.080
H -5.643 -6.150 3.742
C -8.422 -0.034 -4.954
H -3.238 -3.298 -2.592
H -12.018 -2.573 -1.618
O -3.267 -1.174 -2.670
H 3.943 -0.795 1.000
H -10.293 -2.582 -1.211
H -6.940 -1.919 -0.017
H 5.783 0.742 9.276
*
```



4.
The following is a DFT calculation (ωB97M-V/def2-TZVPD) of a cluster of 2 separate species, C19H21FNO7S2 in total.

Summary:
ΔE to the lowest compared entry with this formula, charge and spin	0.000	eV
HOMO-LUMO gap	5.127	eV
LUMO	0.088	Ha
HOMO energy	-0.1009	Ha

ORCA input file:
```
! RIJCOSX wB97M-V def2-TZVPD def2/J DEFGRID3
* xyz -1 1
H 3.686 -2.756 -1.193
C -2.834 -2.661 -0.246
H -4.794 -0.680 -0.081
H 5.855 1.782 -2.803
C 5.115 1.858 -2.006
O 1.784 3.755 1.402
C -4.290 0.282 -0.102
H 5.448 -0.128 -1.259
C -3.845 -3.037 0.816
C 1.652 -2.136 -0.996
H 1.754 -2.076 1.754
H -2.669 3.792 0.060
O -1.641 -2.209 0.427
O 1.689 -1.350 -1.951
C 4.426 3.057 -1.816
H 4.651 3.923 -2.435
C 0.809 -2.509 1.412
H -4.686 3.402 -1.365
C 3.911 0.887 -0.132
C 2.735 -3.191 -0.873
C -3.139 0.492 0.665
H 2.981 4.123 -0.600
C 4.870 0.784 -1.148
H -5.706 1.133 -1.494
N 0.393 1.633 0.727
C 0.637 -2.062 0.038
C -3.093 2.796 -0.050
H -4.842 -3.178 0.372
O 2.416 1.583 2.514
C -4.822 1.308 -0.881
H 0.901 -3.602 1.486
C 3.473 3.172 -0.801
O -1.048 3.557 1.776
F 0.526 0.171 0.977
H -3.553 -3.981 1.303
O -1.158 1.313 2.911
C -4.234 2.572 -0.829
C 3.182 2.069 0.002
H 3.756 0.081 0.584
H 2.838 -3.603 0.136
H 0.002 -2.147 2.061
H -2.538 -3.526 -0.843
H -3.204 -1.876 -0.909
H -2.750 -0.277 1.330
C -2.512 1.735 0.646
C -0.693 -1.631 -0.404
H 2.536 -4.002 -1.588
H -3.921 -2.269 1.601
S 1.982 2.328 1.359
O -0.954 -0.814 -1.268
S -1.083 2.117 1.716
*
```



5.
The following is a DFT calculation (ωB97M-V/def2-TZVPD) of a cluster of 2 separate species, CHNO2S3 in total.

Summary:
ΔE to the lowest compared entry with this formula, charge and spin	1.985	eV
HOMO-LUMO gap	5.554	eV
LUMO	0.169	Ha
HOMO energy	-0.0346	Ha

ORCA input file:
```
! RIJCOSX wB97M-V def2-TZVPD def2/J DEFGRID3
* xyz -2 1
N 0.461 0.064 -3.134
S -2.428 1.394 -1.930
O -0.367 -2.303 -2.366
C -2.144 -0.146 -1.519
H 3.283 1.299 5.841
O -2.677 -1.011 -0.893
S 4.502 1.524 6.567
S -0.631 -0.821 -2.566
*
```



6.
The following is a DFT calculation (ωB97M-V/def2-TZVPD) of the ion C5H10N3 with charge +1.

Summary:
ΔE to the lowest compared entry with this formula, charge and spin	5.227	eV
HOMO-LUMO gap	9.161	eV
structure (SMILES)	C=NCN/C=C1\C[NH2+]1
LUMO	-0.131	Ha
HOMO energy	-0.4674	Ha

ORCA input file:
```
! RIJCOSX wB97M-V def2-TZVPD def2/J DEFGRID3
* xyz 1 1
C 2.097 -1.908 0.591
H -0.721 -1.494 -0.432
H 0.966 0.968 -1.248
C -0.812 1.073 -0.047
H 1.242 -1.516 1.103
H 1.352 -1.461 -2.469
H -1.508 0.620 2.065
H 2.967 -2.065 1.121
H 0.365 -2.657 -1.681
H -2.967 1.125 0.906
N -0.051 -0.846 -0.992
H -0.200 2.610 1.052
C 0.982 -1.734 -1.462
C 0.131 0.468 -0.687
C -1.783 1.040 1.087
H -1.591 2.926 0.026
N -1.146 2.287 0.699
N 2.108 -2.038 -0.650
*
```